# C24H66F3O22

A 11-piece molecular cluster, C24H66F3O22 overall at a distorted geometry (ωB97M-V/def2-TZVPD, OMol25).

Output
HOMO (spin up / spin down) ... -9.863 / -9.855 eV
DFT total energy ... -2908.4465 Eh
Kohn-Sham gap (spin up / spin down) ... 9.69 / 5.31 eV

The geometry in ORCA input format:
```
! wB97M-V def2-TZVPD RIJCOSX def2/J DEFGRID3
* xyz 0 2
F 1.779 16.469 -16.347
F -0.005 15.473 -15.711
F 0.615 15.126 -17.687
O -1.309 12.582 -15.973
O 5.897 9.071 -14.718
O 1.379 17.665 -21.567
O 0.481 9.928 -21.206
O 2.471 9.935 -16.096
O 6.442 11.411 -9.642
O 1.527 12.885 -15.702
O 8.481 10.118 -16.088
O 3.015 14.321 -15.014
O 2.352 11.715 -12.724
O -1.060 19.062 -13.416
O 8.352 14.017 -13.236
O -3.667 11.033 -17.383
O 8.568 16.739 -14.638
O 0.071 13.807 -13.080
O -1.240 17.804 -18.357
O 6.604 14.399 -10.649
O 0.486 16.604 -12.928
O 3.905 18.561 -19.779
O 8.344 12.873 -17.214
O 1.153 11.870 -19.187
O -0.912 19.989 -20.376
C 1.759 10.041 -20.702
C 1.752 17.139 -20.199
C 1.073 11.781 -12.074
C 9.431 14.937 -13.146
C 4.225 15.102 -15.187
C -1.203 19.257 -18.095
C 2.086 14.125 -16.081
C -1.592 12.436 -17.394
C -1.864 19.841 -19.332
C 0.238 19.005 -13.015
C 0.895 17.727 -13.562
C 3.870 10.139 -15.778
C 0.716 13.228 -11.886
C 4.911 15.327 -13.807
C 4.756 8.915 -15.581
C 9.626 15.827 -14.429
C 2.653 18.073 -19.314
C 7.614 11.168 -15.677
C 5.616 12.256 -10.492
C 1.639 10.555 -19.271
C 1.118 15.338 -16.472
C -3.075 12.213 -17.830
C 5.498 13.707 -10.166
C 8.145 12.564 -15.812
H -2.770 19.299 -19.604
H 0.639 19.950 -13.381
H 5.274 13.968 -9.132
H 1.949 12.390 -19.056
H 8.890 12.157 -17.549
H 0.838 17.733 -14.650
H 1.947 8.967 -20.691
H -4.610 11.045 -17.563
H 2.176 17.944 -22.024
H 9.104 12.711 -15.314
H -3.197 12.247 -18.912
H 0.528 13.468 -13.853
H -0.364 12.713 -15.865
H 10.325 14.314 -13.148
H 5.577 9.038 -13.814
H 5.582 14.492 -13.606
H 0.305 10.860 -21.354
H 2.599 10.447 -18.767
H 2.169 16.148 -20.382
H 0.410 19.193 -11.956
H -1.081 13.321 -17.775
H 4.018 10.608 -14.805
H 2.783 13.906 -16.890
H 10.684 16.086 -14.416
H 2.130 19.007 -19.110
H 0.293 11.285 -12.651
H 6.673 15.183 -10.099
H 3.978 16.122 -15.483
H -1.856 19.560 -17.277
H 8.116 9.290 -15.768
H 2.838 17.702 -18.306
H 2.069 10.800 -15.989
H 1.946 17.669 -13.280
H 0.606 15.811 -13.455
H 2.124 12.185 -13.530
H 7.717 16.304 -14.727
H 7.325 10.909 -14.659
H 0.822 16.991 -19.650
H 4.315 10.827 -16.497
H 9.380 15.612 -12.292
H -3.581 13.102 -17.454
H 7.478 13.301 -15.366
H 2.510 10.428 -21.390
H 9.681 15.310 -15.387
H 4.587 11.898 -10.545
H -2.157 20.880 -19.185
H 1.147 11.268 -11.115
H 5.863 12.263 -11.553
H 4.551 13.900 -10.670
H 5.105 8.676 -16.586
H -1.004 17.405 -17.516
H 7.045 12.099 -9.352
H 7.590 14.411 -12.805
H 1.018 9.916 -18.643
H 1.623 13.821 -11.767
H -0.459 19.169 -20.585
H 0.004 13.137 -11.066
H 4.093 8.186 -15.116
H 4.197 15.424 -12.989
H 6.743 11.116 -16.331
H -0.234 19.728 -17.929
H -1.030 11.548 -17.682
H -1.432 19.947 -13.424
H 4.972 14.566 -15.772
H 3.939 18.787 -20.711
H 5.487 16.252 -13.826
*
```


# C24H66N6O6

A 6-piece molecular cluster, C24H66N6O6 overall at a distorted geometry (ωB97M-V/def2-TZVPD, OMol25).

Output
HOMO (spin up / spin down) ... 0.863 / -6.683 eV
DFT total energy ... -1733.7681 Eh
Kohn-Sham gap (spin up / spin down) ... 1.75 / 9.25 eV
Relative energy (zero: lowest compared OMol25 entry of this formula, charge and spin) ... 0.0 kcal/mol

The geometry in ORCA input format:
```
! wB97M-V def2-TZVPD RIJCOSX def2/J DEFGRID3
* xyz -1 2
O 17.474 7.169 16.846
O 13.563 15.693 13.190
O 18.135 18.038 15.112
O 16.769 10.131 13.989
O 16.003 11.231 10.228
O 23.160 11.401 14.928
N 18.041 13.285 9.719
N 17.643 12.655 13.034
N 16.260 16.520 12.401
N 20.704 12.981 12.610
N 15.319 4.215 16.925
N 14.804 13.195 12.232
C 18.559 17.700 16.427
C 17.353 12.609 8.676
C 21.813 12.844 13.529
C 12.988 14.442 13.475
C 16.534 6.267 17.494
C 12.863 16.634 12.368
C 16.819 11.216 14.896
C 13.353 13.391 12.357
C 16.084 18.832 13.032
C 16.978 11.207 9.160
C 15.787 9.103 14.316
C 12.744 12.007 12.603
C 15.606 10.003 10.773
C 17.322 17.131 14.439
C 18.277 12.561 7.410
C 21.652 13.977 14.544
C 23.574 10.080 15.258
C 17.793 12.266 14.452
C 15.895 5.693 15.120
C 16.955 17.622 13.018
C 16.326 5.153 16.452
C 17.697 8.456 17.525
C 21.912 11.490 14.253
C 17.657 13.489 15.257
H 15.182 14.090 11.956
H 16.510 10.585 8.397
H 16.429 9.450 11.225
H 16.521 19.631 13.630
H 18.199 8.386 18.490
H 13.271 11.372 13.315
H 15.906 8.304 13.584
H 16.970 5.951 18.441
H 15.673 8.742 15.338
H 20.696 13.953 12.336
H 22.591 14.042 15.093
H 19.800 12.845 13.040
H 18.876 18.623 16.914
H 17.656 12.570 6.514
H 14.938 10.222 11.606
H 11.915 14.577 13.605
H 15.352 16.383 12.823
H 16.733 6.249 14.699
H 21.441 14.988 14.195
H 17.082 10.849 15.888
H 19.005 12.986 9.752
H 17.596 12.971 10.570
H 16.462 13.214 8.508
H 18.971 11.723 7.468
H 24.590 10.081 15.653
H 17.759 13.201 16.304
H 23.579 9.493 14.340
H 16.397 16.859 14.947
H 17.876 10.694 9.503
H 13.310 14.052 14.441
H 17.311 4.708 16.316
H 17.957 16.261 14.271
H 14.977 12.678 11.381
H 16.803 9.047 17.726
H 18.249 9.177 16.922
H 16.668 15.599 12.463
H 12.093 17.160 12.932
H 17.903 17.832 12.523
H 14.461 4.604 17.290
H 17.538 11.783 12.535
H 18.993 13.378 7.327
H 22.018 10.704 13.506
H 19.390 16.996 16.388
H 14.868 9.575 13.970
H 17.723 17.220 16.935
H 16.667 12.866 12.886
H 22.725 13.037 12.963
H 15.610 6.772 17.775
H 15.828 19.263 12.064
H 18.454 14.192 15.015
H 15.713 4.864 14.436
H 12.675 11.373 11.720
H 15.796 11.593 14.913
H 12.427 16.070 11.544
H 21.063 11.355 14.924
H 14.985 6.287 15.207
H 13.542 17.454 12.133
H 22.858 9.607 15.930
H 18.810 11.875 14.436
H 12.939 13.785 11.428
H 16.761 14.087 15.087
H 15.162 18.649 13.584
H 20.949 13.709 15.333
H 11.739 12.046 13.023
H 15.052 9.285 10.167
H 15.571 3.621 17.703
*
```


# C24H67AsF6N5O9

C24H67AsF6N5O9 as an isolated structure at a distorted geometry (ωB97M-V/def2-TZVPD, OMol25).

Output
HOMO ... -6.757 eV
DFT total energy ... -4740.6705 Eh
Kohn-Sham gap ... 9.15 eV

The geometry in ORCA input format:
```
! wB97M-V def2-TZVPD RIJCOSX def2/J DEFGRID3
* xyz -1 1
As 14.030 27.286 -4.359
F 12.550 28.101 -4.039
F 14.598 27.630 -2.777
F 15.551 26.552 -4.718
F 13.385 25.791 -3.848
F 13.477 26.947 -5.954
F 14.651 28.820 -4.918
O 16.020 31.232 -3.015
O 17.029 23.849 -5.375
O 17.674 23.926 -1.358
O 10.983 29.109 -8.009
O 14.684 23.382 -8.297
O 16.896 32.224 -6.447
O 16.384 28.204 -10.332
O 19.663 29.189 0.448
O 17.761 24.267 -8.210
N 14.218 24.892 -0.965
N 12.949 21.744 -11.049
N 15.851 30.002 -7.934
N 10.354 30.472 -4.657
N 16.133 29.231 -0.753
C 10.093 30.182 -6.067
C 16.855 31.676 -4.082
C 17.049 29.173 -8.282
C 15.299 23.921 -1.227
C 17.894 28.932 -7.063
C 10.070 31.503 -6.810
C 16.540 24.744 -1.466
C 14.372 24.355 -7.361
C 14.914 23.300 -11.352
C 17.482 28.671 -0.578
C 11.133 29.220 -6.645
C 15.017 23.074 -2.468
C 16.064 32.189 -5.280
C 14.144 22.393 -10.386
C 18.579 24.503 -7.094
C 19.768 28.223 1.453
C 18.826 24.693 -1.411
C 16.031 27.027 -11.052
C 18.163 28.379 -1.926
C 11.923 28.206 -8.571
C 16.679 27.878 -8.993
C 18.327 29.625 0.249
C 17.813 24.934 -5.886
C 13.626 23.068 -9.150
H 15.797 27.441 -8.509
H 14.095 22.505 -2.336
H 18.284 29.878 -6.677
H 11.903 27.224 -8.068
H 19.705 28.733 2.419
H 18.484 25.367 -5.130
H 16.160 30.039 -1.395
H 16.497 31.545 -7.080
H 16.937 23.866 -7.886
H 14.248 25.374 -7.735
H 17.602 27.645 -2.502
H 11.063 28.246 -6.145
H 15.663 23.902 -10.821
H 15.406 30.600 -3.435
H 17.295 28.526 -6.232
H 13.323 24.379 -0.975
H 15.969 27.311 -12.103
H 10.913 31.317 -4.610
H 19.656 24.007 -1.221
H 9.382 32.175 -6.301
H 20.731 27.723 1.366
H 9.834 31.395 -7.863
H 15.191 29.929 -8.704
H 15.452 29.573 -7.095
H 17.359 27.727 -0.032
H 16.445 25.182 -2.480
H 17.797 29.801 1.200
H 11.082 31.918 -6.717
H 10.896 29.734 -4.219
H 14.974 23.714 -3.343
H 15.051 26.661 -10.722
H 14.037 25.463 -1.810
H 17.571 27.241 -8.969
H 13.394 24.131 -6.896
H 17.616 32.362 -3.705
H 18.393 30.578 -0.289
H 14.759 21.525 -10.122
H 15.474 23.305 -0.345
H 19.003 25.170 -2.380
H 18.838 25.452 -0.620
H 19.036 23.538 -6.822
H 19.196 28.028 -1.830
H 14.241 23.952 -11.902
H 15.796 22.314 -2.629
H 16.403 24.275 -4.764
H 12.119 29.618 -6.327
H 12.957 22.345 -8.662
H 15.688 33.200 -5.095
H 19.001 27.451 1.352
H 19.360 25.208 -7.354
H 9.128 29.666 -6.166
H 16.612 25.618 -0.807
H 17.454 30.816 -4.436
H 16.796 26.256 -10.923
H 11.754 28.102 -9.635
H 18.759 28.276 -7.177
H 18.216 29.344 -2.446
H 17.643 29.702 -9.046
H 13.041 23.960 -9.425
H 15.693 28.536 -1.370
H 15.548 22.670 -11.983
H 15.090 24.301 -6.550
H 12.949 28.580 -8.371
H 12.232 22.452 -11.238
H 17.135 25.751 -6.174
H 15.254 31.459 -5.418
H 13.244 21.435 -11.976
*
```


# C24H67F2N7O14S2

A 9-piece molecular cluster, C24H67F2N7O14S2 overall at a distorted geometry (ωB97M-V/def2-TZVPD, OMol25).

Output
HOMO ... -3.548 eV
DFT total energy ... -3387.1863 Eh
Kohn-Sham gap ... 7.56 eV
Relative energy (zero: lowest compared OMol25 entry of this formula, charge and spin) ... 16.7 kcal/mol

The geometry in ORCA input format:
```
! wB97M-V def2-TZVPD RIJCOSX def2/J DEFGRID3
* xyz -2 1
S 24.990 7.578 -10.055
S 25.959 6.690 -12.017
F 25.440 6.210 -13.481
F 23.620 8.243 -9.544
O 26.390 5.425 -11.478
O 26.953 7.652 -12.416
O 20.830 10.191 -8.242
O 25.901 8.697 -9.881
O 18.313 8.504 -4.748
O 19.472 5.832 -12.310
O 24.341 12.233 -6.192
O 20.891 9.064 -10.075
O 22.061 6.677 -5.823
O 25.141 6.467 -9.133
O 19.746 12.174 -10.445
O 23.616 10.209 -11.742
O 20.911 8.001 -8.192
O 22.747 12.827 -13.968
N 21.393 5.814 -10.077
N 20.885 10.867 -12.801
N 23.295 9.850 -14.545
N 20.871 9.073 -8.845
N 24.447 7.267 -11.508
N 19.301 11.071 -5.622
N 22.702 15.487 -6.839
C 23.819 11.312 -7.136
C 19.130 4.762 -13.139
C 18.570 7.133 -4.887
C 25.114 15.167 -6.586
C 23.486 14.015 -14.034
C 20.219 4.930 -10.170
C 25.628 10.521 -14.861
C 17.455 11.390 -7.173
C 23.575 11.097 -10.633
C 19.054 11.968 -13.918
C 21.338 13.050 -13.844
C 19.098 5.617 -10.970
C 17.956 10.614 -5.955
C 24.625 9.795 -13.938
C 22.917 7.509 -5.054
C 20.569 11.717 -13.952
C 19.799 13.393 -9.688
C 22.056 8.544 -4.347
C 23.479 13.305 -5.898
C 23.765 14.479 -6.832
C 17.849 9.096 -5.935
C 19.731 4.590 -8.765
C 21.224 13.928 -9.645
C 24.709 10.534 -12.589
H 24.399 10.392 -7.197
H 18.766 12.711 -14.673
H 25.205 15.565 -5.574
H 17.252 10.964 -5.183
H 21.700 7.222 -6.539
H 22.779 15.996 -7.711
H 20.157 11.524 -9.841
H 22.523 11.152 -10.338
H 23.830 14.053 -7.842
H 22.687 9.121 -3.664
H 21.249 8.068 -3.788
H 20.969 11.332 -14.896
H 25.574 11.613 -14.808
H 23.571 14.501 -13.056
H 18.926 6.701 -3.951
H 18.047 4.668 -13.276
H 22.429 12.996 -5.961
H 25.971 14.544 -6.844
H 18.180 5.029 -10.816
H 20.395 11.212 -11.970
H 19.453 5.476 -8.191
H 19.659 10.534 -4.838
H 21.527 9.152 -5.085
H 21.214 15.015 -9.502
H 17.646 6.603 -5.146
H 21.198 13.484 -12.845
H 16.479 11.020 -7.508
H 25.628 10.169 -12.113
H 24.913 8.755 -13.798
H 16.826 8.760 -6.159
H 22.171 5.237 -9.770
H 20.494 3.997 -8.261
H 21.771 15.088 -6.809
H 18.595 12.310 -12.988
H 19.162 14.091 -10.236
H 21.850 11.159 -12.670
H 21.771 13.810 -10.581
H 23.687 13.565 -4.857
H 19.474 3.785 -12.763
H 19.449 13.180 -8.678
H 24.804 11.617 -12.723
H 18.483 11.052 -14.087
H 23.788 11.727 -8.143
H 23.145 14.704 -14.814
H 24.494 13.707 -14.325
H 20.519 4.037 -10.725
H 18.420 8.749 -6.810
H 17.267 12.432 -6.925
H 19.353 6.911 -5.618
H 23.788 12.131 -10.930
H 21.785 13.442 -8.846
H 18.822 6.580 -10.531
H 18.801 3.999 -8.742
H 19.676 4.814 -14.082
H 18.126 11.276 -8.025
H 24.158 10.641 -9.837
H 19.862 10.766 -6.419
H 22.829 11.006 -6.784
H 23.404 6.866 -4.316
H 23.709 7.980 -5.643
H 25.214 16.020 -7.266
H 21.174 6.453 -9.306
H 23.386 9.569 -15.516
H 20.903 13.788 -14.534
H 22.977 10.815 -14.615
H 25.584 10.281 -15.924
H 26.631 10.286 -14.479
*
```


Q: Which value of DFT total energy does entry 4 give?
A: -3387.1863 Eh


Q: The lowest DFT total energy belongs to which entry?
A: C24H67AsF6N5O9


Q: Which formula does entry 3 have?
A: C24H67AsF6N5O9